45
Properties=species:S:1:pos:R:3:mulliken_charge:R:1 method="wB97M-V/def2-TZVPD" charge=+1 homo_ev=-12.6 molar_mass_da=272.11 e_tot_ha=-1156.5831 e_lumo_ev=-3.3 homo_lumo_gap_ev=9.228
C -0.865 1.505 -5.238 -1.142
C -1.940 1.715 -4.154 -0.494
C -2.312 0.442 -3.352 -0.828
C -2.131 0.598 -1.810 -0.792
P -0.611 -0.156 -1.166 0.157
C 0.803 0.102 -2.327 -0.566
O 0.881 1.500 -2.484 -0.224
O 2.239 1.931 -2.437 -0.387
B 0.004 0.545 0.549 0.340
N -0.625 1.601 1.256 -0.402
O 1.121 -0.038 1.080 -0.302
H -1.307 1.255 -6.199 0.373
H -0.312 2.436 -5.360 0.299
H -0.133 0.753 -4.950 0.206
H -1.614 2.493 -3.464 0.315
H -2.839 2.082 -4.646 0.474
H -3.364 0.219 -3.523 0.419
H -1.763 -0.430 -3.716 0.434
H -2.963 0.077 -1.330 0.449
H -2.179 1.648 -1.529 0.498
H -0.791 -1.546 -1.040 0.138
H 1.704 -0.288 -1.843 0.568
H 0.654 -0.434 -3.266 0.423
H 2.484 1.867 -1.499 0.322
H -1.544 1.863 0.928 0.222
H -0.048 2.409 1.451 0.231
H 1.482 -0.729 0.504 0.261
C -1.087 -0.856 4.188 -0.842
C -2.324 0.023 4.207 -0.267
O -3.481 -0.689 3.776 -0.539
H -0.922 -1.256 3.185 0.111
H -0.201 -0.297 4.492 0.279
H -1.207 -1.706 4.863 0.473
H -2.205 0.860 3.522 0.146
H -2.492 0.427 5.210 0.318
H -3.619 -1.428 4.377 0.315
C 4.468 -2.176 2.939 -1.209
C 3.200 -1.635 2.310 0.032
O 2.971 -2.190 1.004 -0.561
H 5.329 -1.966 2.304 0.314
H 4.636 -1.727 3.917 0.351
H 4.408 -3.259 3.064 0.347
H 3.263 -0.560 2.169 0.266
H 2.332 -1.839 2.943 0.189
H 2.901 -3.145 1.094 0.284

---

53
Properties=species:S:1:pos:R:3:mulliken_charge:R:1 method="wB97M-V/def2-TZVPD" charge=+1 homo_ev=-9.3 molar_mass_da=351.23 e_tot_ha=-1271.1008 e_lumo_ev=-5.9 homo_lumo_gap_ev=3.449 relative_energy_kcal_mol=117.7
Li -1.350 -3.137 5.780 0.822
Li 2.991 -3.265 4.239 0.826
C -0.186 -0.820 0.882 -0.462
O -0.106 -1.765 1.871 -0.715
H 0.191 0.142 1.230 0.183
H 0.473 -1.198 0.100 0.163
H -1.199 -0.708 0.496 0.186
C -0.948 6.472 -1.768 -0.487
C -2.472 6.314 -2.055 -0.384
O -2.959 6.711 -3.280 -0.502
O -0.457 7.816 -1.790 -0.504
H -0.444 6.006 -2.615 0.295
H -0.722 5.883 -0.880 0.376
H -2.964 6.937 -1.309 0.276
H -2.766 5.274 -1.911 0.308
H -2.424 7.481 -3.488 0.314
H 0.190 7.796 -1.081 0.310
C -7.989 -1.696 -2.905 -0.412
C -7.960 -0.396 -2.171 -0.342
O -9.271 0.150 -1.988 -0.520
O -8.355 -1.709 -4.313 -0.519
H -8.775 -2.285 -2.433 0.271
H -7.021 -2.190 -2.812 0.316
H -7.361 0.346 -2.699 0.331
H -7.476 -0.585 -1.213 0.252
H -9.169 1.100 -1.902 0.317
H -8.164 -2.595 -4.630 0.305
C 6.454 -3.353 -0.246 -0.561
C 7.834 -2.815 -0.589 -0.230
O 8.064 -1.493 -0.060 -0.488
O 6.404 -3.821 1.151 -0.538
H 6.258 -4.219 -0.879 0.298
H 5.725 -2.570 -0.454 0.327
H 7.880 -2.742 -1.675 0.293
H 8.541 -3.503 -0.126 0.284
H 7.720 -1.523 0.836 0.287
H 7.079 -4.502 1.190 0.324
C -0.630 -7.728 -0.436 0.605
O -0.770 -8.594 -1.255 -0.608
N 0.370 -6.905 -0.430 -0.386
N -1.330 -7.587 0.664 -0.369
H 1.069 -6.848 -1.157 0.222
H 0.214 -6.044 0.074 0.164
H -2.152 -8.154 0.816 0.221
H -1.220 -6.775 1.254 0.152
C 3.168 5.620 4.144 0.632
O 2.244 6.191 3.641 -0.608
N 3.474 4.374 3.904 -0.402
N 4.140 6.208 4.813 -0.424
H 3.016 3.952 3.109 0.207
H 4.127 3.786 4.402 0.183
H 3.938 7.138 5.149 0.222
H 5.077 5.829 4.807 0.190